No. 1
This record from the OMol25 dataset describes a cluster of 3 separate species, C3H11NO2 in total at a distorted geometry. The level of theory is ωB97M-V with the def2-TZVPD basis set.

Its HOMO-LUMO gap is 4.099 eV. The calculation puts the total energy at -325.87220 Ha. The LUMO energy is -4.59 eV. The value obtained for the relative energy (zero: lowest compared OMol25 entry of this formula, charge and spin) is 680.7 kJ/mol. Its highest occupied orbital energy is -8.69 eV.

ORCA input file:
```
! wB97M-V def2-TZVPD RIJCOSX def2/J DEFGRID3
* xyz 0 1
C -1.13 0.99 0.17
C -0.23 1.09 -1.11
C 1.22 0.55 -0.99
O 0.12 -1.99 -0.92
N -0.49 1.54 1.25
H -1.33 -0.08 0.37
H -2.11 1.45 0.01
H -0.26 2.15 -1.40
H 1.91 1.28 -1.39
H 1.19 -0.47 -1.37
H 1.42 0.52 0.08
H -0.66 0.46 -1.88
H 0.53 -0.67 1.79
H -1.03 2.34 1.61
H 0.21 -1.80 0.72
H -0.11 -2.82 -1.39
O 0.38 -1.61 1.69
*
```

Results of the natural (NBO) charge analysis, in e, for atoms 1 through 5: C -0.336; C -0.341; C -0.647; O -1.003; N -0.184


No. 2
This record from the OMol25 dataset describes the molecule C11H14Si at a distorted geometry. The level of theory is ωB97M-V with the def2-TZVPD basis set.

Its HOMO-LUMO gap (spin up / spin down) is 5.617 / 6.187 eV. The calculation puts the total energy at -716.75094 Ha. The LUMO energy (spin up / spin down) is 0.83 / -2.66 eV. The value obtained for the relative energy (zero: lowest compared OMol25 entry of this formula, charge and spin) is 381.8 kJ/mol. Its highest occupied orbital energy (spin up / spin down) is -4.79 / -8.84 eV. The expectation value of S² is 2.037.

ORCA input file:
```
! wB97M-V def2-TZVPD RIJCOSX def2/J DEFGRID3
* xyz 0 3
C -2.43 1.84 0.68
C -2.41 1.13 1.88
C -1.52 1.68 -0.31
C -1.37 0.25 2.00
C -0.47 0.77 -0.22
C -0.42 -0.02 1.02
C 0.26 0.88 -1.55
C 1.34 0.28 -2.10
C 0.66 -1.03 1.54
C 1.93 0.36 -3.44
C -0.04 -2.33 1.90
Si 1.87 -0.89 -0.32
H -3.15 2.54 0.47
H -3.19 1.47 2.51
H -1.74 2.24 -1.23
H -1.23 -0.33 2.84
H -0.37 1.52 -2.19
H 3.00 0.56 -3.42
H 1.51 1.10 -4.00
H 1.80 -0.72 -3.96
H 0.79 -3.09 1.82
H -0.78 -2.56 1.13
H -0.41 -2.34 2.93
H 1.99 -2.39 -0.49
H 3.22 -0.31 -0.02
H 1.16 -0.62 2.52
*
```

Results of the Löwdin charge analysis, in e, for atoms 1 through 5: C -0.095; C -0.052; C -0.099; C -0.073; C -0.155


Copy entry 1 word for word.
This record from the OMol25 dataset describes a cluster of 3 separate species, C3H11NO2 in total at a distorted geometry. The level of theory is ωB97M-V with the def2-TZVPD basis set.

Its HOMO-LUMO gap is 4.099 eV. The calculation puts the total energy at -325.87220 Ha. The LUMO energy is -4.59 eV. The value obtained for the relative energy (zero: lowest compared OMol25 entry of this formula, charge and spin) is 680.7 kJ/mol. Its highest occupied orbital energy is -8.69 eV.

ORCA input file:
```
! wB97M-V def2-TZVPD RIJCOSX def2/J DEFGRID3
* xyz 0 1
C -1.13 0.99 0.17
C -0.23 1.09 -1.11
C 1.22 0.55 -0.99
O 0.12 -1.99 -0.92
N -0.49 1.54 1.25
H -1.33 -0.08 0.37
H -2.11 1.45 0.01
H -0.26 2.15 -1.40
H 1.91 1.28 -1.39
H 1.19 -0.47 -1.37
H 1.42 0.52 0.08
H -0.66 0.46 -1.88
H 0.53 -0.67 1.79
H -1.03 2.34 1.61
H 0.21 -1.80 0.72
H -0.11 -2.82 -1.39
O 0.38 -1.61 1.69
*
```

Results of the natural (NBO) charge analysis, in e, for atoms 1 through 5: C -0.336; C -0.341; C -0.647; O -1.003; N -0.184


- Which value of relative energy (zero: lowest compared OMol25 entry of this formula, charge and spin) does entry 1 give?
  680.7 kJ/mol


- Which value of relative energy (zero: lowest compared OMol25 entry of this formula, charge and spin) does entry 2 give?
  381.8 kJ/mol